Record 1
70
Properties=species:S:1:pos:R:3:forces:R:3 method="wB97M-V/def2-TZVPD" total_charge=-1 orbital_gap_ev=4.955 e_tot_ev=-56483.79698
La -0.034 -0.031 0.092 -4.1 -3.1 3.9
Cl 1.745 1.227 -1.525 1.3 0.8 -1.1
P -1.011 2.324 0.269 -0.2 2.3 -0.3
C -1.069 3.154 -1.352 0.0 0.8 -0.3
C -2.653 2.346 0.991 -0.9 1.2 0.3
C 0.239 3.236 1.256 0.0 0.6 -0.1
C -1.362 2.281 -2.585 -0.1 0.0 -0.2
H -0.038 3.533 -1.470 -0.3 -0.1 0.1
C -2.035 4.322 -1.315 -0.2 0.9 -0.6
H -3.073 3.994 -1.465 0.2 0.0 0.1
H -1.793 5.002 -2.149 -0.2 -0.1 0.2
H -1.987 4.909 -0.395 0.0 0.0 -0.1
H -0.454 1.784 -2.950 -0.4 0.0 0.3
H -1.736 2.928 -3.392 0.0 0.1 0.1
H -2.126 1.519 -2.387 0.3 0.2 -0.1
H 1.120 3.209 0.587 -0.4 -0.1 0.1
C 0.663 2.590 2.584 -0.2 -0.2 0.4
C -0.173 4.681 1.471 0.5 0.7 0.4
H -0.058 5.282 0.564 -0.1 -0.1 0.1
H 0.480 5.127 2.239 -0.2 0.1 -0.2
H -1.204 4.766 1.832 0.1 0.0 0.0
H 0.448 1.511 2.627 0.3 0.4 0.0
H 0.169 3.070 3.442 0.0 0.0 -0.2
H 1.751 2.717 2.713 -0.4 -0.2 0.0
C -3.640 1.484 0.195 0.0 -0.3 -0.1
H -2.914 3.393 0.848 -0.8 0.2 0.3
C -2.721 2.032 2.486 0.1 -0.1 0.3
H -3.840 1.893 -0.802 0.1 -0.1 0.1
H -4.596 1.441 0.738 0.2 0.0 -0.1
H -3.279 0.448 0.078 -0.1 0.4 0.0
H -2.175 1.115 2.752 -0.2 0.2 -0.1
H -3.775 1.883 2.766 0.3 0.0 0.0
H -2.336 2.866 3.087 0.0 -0.2 -0.1
H -0.702 -0.074 -1.537 -1.7 0.3 -5.2
H 1.309 0.477 1.096 4.5 1.8 2.6
P 1.404 -2.071 -0.510 1.6 -1.1 -1.0
C 3.181 -1.699 -0.346 0.7 -0.3 -0.4
C 1.014 -3.511 0.481 0.6 -1.4 0.0
C 1.100 -2.305 -2.304 0.6 -0.3 -0.3
C 3.606 -0.727 0.767 0.2 0.1 0.1
H 3.415 -1.202 -1.305 -0.1 -0.2 0.2
C 3.980 -2.982 -0.233 1.1 -0.3 -0.1
H 3.976 -3.374 0.793 -0.1 0.1 -0.2
H 5.031 -2.762 -0.486 -0.2 -0.2 0.1
H 3.645 -3.774 -0.908 0.1 0.1 0.1
H 3.418 0.316 0.487 -0.2 -0.4 0.2
H 4.688 -0.837 0.933 0.0 -0.1 -0.1
H 3.099 -0.934 1.719 0.1 0.1 -0.3
H 1.525 -1.376 -2.729 -0.1 -0.3 0.4
C -0.369 -2.371 -2.747 -0.5 -0.3 0.1
C 1.875 -3.494 -2.845 0.1 -0.3 -0.9
H 2.948 -3.293 -2.914 -0.1 -0.1 0.1
H 1.521 -3.711 -3.867 0.2 -0.1 0.2
H 1.713 -4.398 -2.248 0.0 0.0 -0.1
H -1.071 -2.033 -1.969 0.2 -0.1 -0.5
H -0.655 -3.392 -3.040 0.2 0.1 0.1
H -0.510 -1.721 -3.626 -0.1 -0.2 0.4
C 1.200 -3.241 1.981 0.1 0.3 0.2
H 1.796 -4.191 0.151 0.0 -0.8 0.4
C -0.338 -4.163 0.198 -0.3 0.0 0.0
H 2.258 -3.269 2.275 -0.2 0.1 -0.1
H 0.674 -4.016 2.554 0.1 0.2 -0.1
H 0.784 -2.264 2.279 0.1 -0.3 0.0
H -1.182 -3.470 0.339 0.3 -0.2 -0.1
H -0.479 -4.996 0.905 0.0 0.2 -0.2
H -0.383 -4.576 -0.815 -0.1 0.1 0.1
O -3.246 -2.180 2.262 -0.4 -0.2 0.2
C -2.532 -1.670 1.432 1.4 0.9 -0.7
O -1.398 -1.024 1.635 -2.7 -1.7 0.8
H -2.828 -1.726 0.312 0.2 0.0 1.0

---

Record 2
15
Properties=species:S:1:pos:R:3:forces:R:3 method="wB97M-V/def2-TZVPD" total_charge=0 smiles="C=C/C=N/N.N=C=O" e_above_lowest_kj_mol=330.82 orbital_gap_ev=9.597 e_tot_ev=-10776.31860
C -1.220 2.514 -0.706 -0.8 1.6 -0.5
C -0.455 1.910 0.194 -0.3 -0.6 0.5
C -0.385 0.415 0.355 0.0 0.7 -2.2
N -0.603 -0.308 -0.681 0.1 -1.0 0.3
N -0.600 -1.730 -0.714 0.1 3.0 -1.4
H -1.732 1.993 -1.522 0.2 -0.2 0.6
H -1.474 3.622 -0.698 0.9 -1.4 0.1
H 0.058 2.452 0.997 -0.3 0.0 -0.4
H -0.119 0.139 1.344 0.1 -1.0 0.9
H -0.914 -1.955 -1.696 0.1 -0.5 2.5
H -0.746 -2.174 0.181 -0.9 -0.5 -0.6
N 1.796 -2.310 0.604 -0.5 -2.7 -0.1
C 2.334 -1.311 0.858 -0.3 -1.1 -0.1
O 3.062 -0.536 1.237 2.6 4.1 1.2
H 0.998 -2.720 0.246 -1.1 -0.2 -0.9

---

no.,HOMO energy (hartree),LUMO level (eV)
1,-0.083,2.7
2,-0.323,0.8